DFT (ωB97M-V/def2-TZVPD) results for an isolated molecule of C4H9NO at a distorted geometry.

The HOMO-LUMO gap is 10.8282 eV. As for the lowest unoccupied orbital energy: 1.1 eV. For the energy above the lowest of the compared OMol25 structures with the same formula, charge and spin, the calculation gives 204.6 kJ/mol. Its HOMO energy is -9.774 eV. Its structure (SMILES) is C[C@@H](O)[C@H]1CN1.

Atoms and positions in Å:
C: -1.925 0.223 -0.418
C: -0.653 0.446 0.388
O: -0.748 -0.005 1.719
C: 0.481 -0.365 -0.231
C: 1.779 0.205 -0.611
N: 1.600 -0.524 0.680
H: -2.769 0.817 -0.058
H: -1.737 0.499 -1.465
H: -2.208 -0.835 -0.388
H: -0.390 1.520 0.359
H: 0.200 -0.243 1.904
H: 0.165 -1.261 -0.765
H: 1.984 1.254 -0.423
H: 2.277 -0.193 -1.501
H: 1.960 -1.471 0.748

=====

DFT (ωB97M-V/def2-TZVPD) results for a 2-piece molecular cluster, C4H9NO overall.

The HOMO-LUMO gap (alpha / beta) is 9.1646 / 9.1662 eV. As for the lowest unoccupied orbital energy (alpha / beta): 0.8 / 0.8 eV. For the energy above the lowest of the compared OMol25 structures with the same formula, charge and spin, the calculation gives 435.1 kJ/mol. Its HOMO energy (alpha / beta) is -8.388 / -8.389 eV.

Atoms and positions in Å:
C: -2.790 -0.343 -0.059
C: -1.292 -0.386 -0.272
O: -0.707 0.478 0.719
C: 0.605 0.665 0.742
N: 1.371 0.101 -0.097
C: 2.408 -0.258 -0.726
H: -3.037 -0.675 0.954
H: -3.160 0.679 -0.182
H: -3.304 -0.991 -0.775
H: -0.886 -1.397 -0.143
H: -1.007 -0.027 -1.269
H: 2.670 1.508 1.614
H: 2.959 -1.149 -0.426
H: 3.410 1.481 1.501
H: 2.761 0.315 -1.582

=====

DFT (ωB97M-V/def2-TZVPD) results for an isolated molecule of C4H9NO at a distorted geometry.

The HOMO-LUMO gap is 10.6094 eV. As for the lowest unoccupied orbital energy: 0.9 eV. For the energy above the lowest of the compared OMol25 structures with the same formula, charge and spin, the calculation gives 67.1 kJ/mol. Its HOMO energy is -9.719 eV. Its structure (SMILES) is CC(C)C(N)=O.

Atoms and positions in Å:
C: -0.779 -1.338 0.619
C: -0.290 -0.193 -0.256
C: -1.229 0.988 -0.061
C: 1.089 0.257 0.185
N: 2.070 0.229 -0.756
O: 1.315 0.652 1.340
H: -0.779 -1.039 1.672
H: -0.126 -2.210 0.508
H: -1.798 -1.624 0.336
H: -0.262 -0.505 -1.310
H: -0.487 2.002 -0.384
H: -2.153 0.951 -0.626
H: -1.442 1.280 0.965
H: 1.894 -0.052 -1.704
H: 2.977 0.603 -0.529

=====

DFT (ωB97M-V/def2-TZVPD) results for an isolated molecule of C4H9NO.

The HOMO-LUMO gap is 10.6699 eV. As for the lowest unoccupied orbital energy: 0.9 eV. For the energy above the lowest of the compared OMol25 structures with the same formula, charge and spin, the calculation gives 49.3 kJ/mol. Its HOMO energy is -9.778 eV. Its structure (SMILES) is CCCC(N)=O.

Atoms and positions in Å:
C: 2.133 0.312 -0.316
C: 0.777 -0.159 -0.825
C: -0.209 -0.556 0.293
C: -1.314 0.456 0.474
N: -2.596 -0.017 0.472
O: -1.017 1.609 0.730
H: 2.792 0.611 -1.141
H: 2.632 -0.484 0.248
H: 1.989 1.170 0.347
H: 0.331 0.648 -1.418
H: 0.908 -0.998 -1.521
H: -0.519 -1.602 0.208
H: 0.166 -0.456 1.322
H: -3.275 0.354 1.114
H: -2.797 -0.888 0.012

=====

DFT (ωB97M-V/def2-TZVPD) results for an isolated ion of composition C4H9NO and charge +1 at a distorted geometry.

The HOMO-LUMO gap (alpha / beta) is 12.3448 / 7.1788 eV. As for the lowest unoccupied orbital energy (alpha / beta): -4.3 / -8.7 eV. For the energy above the lowest of the compared OMol25 structures with the same formula, charge and spin, the calculation gives 189.0 kJ/mol. Its HOMO energy (alpha / beta) is -16.649 / -15.887 eV. The net charge is +1. As for the spin multiplicity: 2.

Atoms and positions in Å:
C: 1.013 1.758 -0.187
C: 0.937 0.319 0.223
N: -0.143 -0.421 -0.102
C: -1.413 0.300 -0.112
C: -0.112 -1.972 -0.016
O: 1.959 -0.288 0.795
H: 0.102 2.323 0.325
H: 1.952 2.190 0.175
H: 0.989 1.902 -1.243
H: -1.499 0.970 0.738
H: -2.024 -0.623 0.183
H: -1.677 0.698 -1.050
H: 0.777 -2.117 0.616
H: -0.894 -2.420 0.571
H: 0.033 -2.621 -0.915

=====

DFT (ωB97M-V/def2-TZVPD) results for a 2-piece molecular cluster, C4H9NO2 overall at a distorted geometry.

The HOMO-LUMO gap (alpha / beta) is 7.8267 / 5.9358 eV. As for the lowest unoccupied orbital energy (alpha / beta): 4.2 / 2.4 eV. For the energy above the lowest of the compared OMol25 structures with the same formula, charge and spin, the calculation gives 185.2 kJ/mol. Its HOMO energy (alpha / beta) is -3.637 / -3.525 eV. The net charge is -1. As for the spin multiplicity: 2.

Atoms and positions in Å:
O: -0.708 -1.745 -1.109
C: 0.504 -1.444 -1.263
N: 1.180 -0.421 -0.783
C: 0.343 0.722 -0.353
C: 0.182 0.995 1.143
C: -0.579 -0.176 1.811
O: -0.515 2.164 1.207
H: 1.173 -2.164 -1.779
H: -1.516 -0.553 -3.128
H: 0.782 1.552 -0.907
H: -0.653 0.553 -0.782
H: 1.162 1.097 1.637
H: -1.136 -0.795 1.107
H: 0.113 -0.843 2.344
H: -1.218 0.238 2.580
H: -1.078 -0.013 -3.346

=====

DFT (ωB97M-V/def2-TZVPD) results for an isolated molecule of C4H9NO2 at a distorted geometry.

The HOMO-LUMO gap is 9.7845 eV. As for the lowest unoccupied orbital energy: 0.7 eV. For the energy above the lowest of the compared OMol25 structures with the same formula, charge and spin, the calculation gives 294.9 kJ/mol. Its HOMO energy is -9.101 eV. Its structure (SMILES) is N[C@@H](CO)CC=O.

Atoms and positions in Å:
N: -1.229 -0.862 -0.215
C: 0.027 -0.321 0.364
C: 1.243 -0.849 -0.337
O: 1.099 -2.230 -0.090
C: 0.108 1.280 0.013
C: -1.142 1.975 0.382
O: -1.321 3.102 0.749
H: -1.210 -1.883 -0.042
H: -1.294 -0.818 -1.176
H: -0.040 -0.358 1.443
H: 2.215 -0.421 -0.164
H: 1.197 -0.782 -1.432
H: 1.413 -2.422 0.736
H: 0.704 1.848 0.546
H: 0.290 1.411 -1.042
H: -2.059 1.329 0.265

=====

DFT (ωB97M-V/def2-TZVPD) results for an isolated molecule of C4H9NO2.

The HOMO-LUMO gap is 10.2898 eV. As for the lowest unoccupied orbital energy: 1.1 eV. For the energy above the lowest of the compared OMol25 structures with the same formula, charge and spin, the calculation gives 208.6 kJ/mol. Its HOMO energy is -9.227 eV. Its structure (SMILES) is CNC1OCCO1.

Atoms and positions in Å:
C: 2.058 -0.300 -1.341
N: 0.792 0.260 -0.879
C: 0.526 0.128 0.520
O: -0.202 1.160 1.095
C: -1.536 0.935 0.697
C: -1.693 -0.572 0.877
O: -0.377 -1.057 0.602
H: 2.148 -1.385 -1.175
H: 2.141 -0.115 -2.415
H: 2.902 0.196 -0.852
H: 0.053 -0.319 -1.262
H: 1.480 0.115 1.082
H: -2.189 1.542 1.320
H: -1.648 1.215 -0.359
H: -1.987 -0.849 1.896
H: -2.468 -0.953 0.193

=====

For the records above, the corresponding electronic energy values read -7830.1999, -7827.8107, -7831.6247, -7831.8092, -7821.3363, -9876.7673, -9877.0046, -9877.8982 eV.